Record 1
An isolated molecule of C11H14N2O4 in a non-equilibrium geometry. Source: the OMol25 dataset; level of theory: ωB97M-V with the def2-TZVPD basis set.

Geometry as XYZ:
```
31
C11H14N2O4 | the OMol25 dataset | ωB97M-V with the def2-TZVPD basis set
N 1.63 -2.85 1.03
C 1.37 -1.74 0.09
C 2.10 -0.50 0.29
O 3.11 -0.58 1.03
N 1.81 0.67 -0.34
C 0.95 0.98 -1.44
C -0.45 1.55 -1.06
C -1.15 0.81 0.00
C -2.19 -0.10 -0.34
C -2.77 -0.94 0.55
C -2.28 -0.85 1.88
O -2.74 -1.66 2.93
C -1.15 -0.10 2.33
C -0.73 0.86 1.34
C 1.42 2.11 -2.35
O 2.13 3.11 -2.02
O 0.86 1.97 -3.54
H 1.19 -2.63 1.84
H 2.65 -2.96 1.17
H 0.33 -1.45 0.06
H 1.57 -2.24 -0.96
H 2.53 1.39 -0.03
H 0.77 0.07 -1.98
H -0.98 1.80 -1.95
H -0.23 2.58 -0.73
H -2.48 -0.36 -1.40
H -3.58 -1.62 0.15
H -3.80 -1.93 2.57
H -0.98 0.11 3.43
H 0.00 1.71 1.56
H 1.08 2.81 -4.11
```

Values from the calculation:
LUMO energy, eV: 0.343
Kohn-Sham gap, eV: 9.1
ΔE to the lowest compared entry with this formula, charge and spin, kJ/mol: 257.1
SMILES string: NCC(=O)N[C@@H](Cc1ccc(O)cc1)C(=O)O
HOMO level, eV: -8.744

These are the Löwdin partial charges, in e, on atoms 1 to 6: atom 1 (N): 0.0389, atom 2 (C): -0.1991, atom 3 (C): -0.4826, atom 4 (O): 0.0172, atom 5 (N): 0.1150, atom 6 (C): -0.2139

Record 2
The ion C11H14N2P with charge +1 in a non-equilibrium geometry. Source: the OMol25 dataset; level of theory: ωB97M-V with the def2-TZVPD basis set.

Geometry as XYZ:
```
28
C11H14N2P | the OMol25 dataset | ωB97M-V with the def2-TZVPD basis set
C 0.66 3.57 0.27
C 0.18 2.11 0.34
N -1.01 1.76 -0.01
C -1.48 0.47 0.10
C -2.85 0.26 -0.22
C -3.20 -1.04 -0.29
C -2.32 -2.10 -0.09
C -1.07 -1.94 0.32
C -0.27 -3.24 0.57
C -0.65 -0.63 0.33
C 0.80 -0.38 0.35
N 1.68 -1.28 0.04
P 3.34 -1.17 -0.38
C 1.18 1.02 0.75
H 0.35 4.13 -0.66
H 1.78 3.70 0.39
H 0.11 4.17 1.02
H -1.73 2.33 -0.13
H -3.46 1.05 -0.32
H -4.15 -1.35 -0.54
H -2.65 -3.05 -0.33
H 0.06 -3.67 -0.37
H 0.63 -2.96 1.08
H -0.87 -3.91 1.20
H 3.09 -1.87 -1.48
H 3.78 -2.27 0.25
H 2.05 1.14 0.10
H 1.57 1.12 1.75
```

Values from the calculation:
LUMO energy, eV: -4.692
Kohn-Sham gap, eV: 6.8
ΔE to the lowest compared entry with this formula, charge and spin, kJ/mol: 0.0
SMILES string: CC1=[NH+]c2cccc(C)c2/C(=N/P)C1
Total charge: +1
HOMO level, eV: -11.541

These are the Löwdin partial charges, in e, on atoms 1 to 6: atom 1 (C): 0.0171, atom 2 (C): -0.1161, atom 3 (N): 0.2050, atom 4 (C): -0.1378, atom 5 (C): 0.0359, atom 6 (C): -0.0204

Record 3
A structure of composition C11H14N2S in a non-equilibrium geometry. Source: the OMol25 dataset; level of theory: ωB97M-V with the def2-TZVPD basis set.

Geometry as XYZ:
```
28
C11H14N2S | the OMol25 dataset | ωB97M-V with the def2-TZVPD basis set
C -1.33 -1.03 0.97
C -1.18 1.46 1.27
C -1.17 2.85 0.67
C -0.64 2.73 -0.91
C -0.98 0.45 -1.11
C -0.93 -0.81 -1.89
C 0.12 -1.73 -1.77
C 1.21 -1.81 -0.95
C 2.07 -0.87 -0.30
C 2.90 -1.45 0.68
C 2.66 -2.83 0.93
H -0.65 -2.11 0.22
H -0.49 -0.76 1.95
H -2.57 -1.27 1.40
H -0.09 1.28 1.68
H -1.87 1.35 2.16
H -2.35 3.42 0.76
H -0.55 3.74 1.23
H 0.38 3.00 -0.78
H -0.96 3.67 -1.23
H -1.62 -0.76 -2.80
H -0.05 -2.59 -2.50
H 2.16 0.10 -0.83
H 3.79 -0.95 1.19
H 2.94 -3.63 1.47
N -1.35 0.31 0.20
N -0.76 1.58 -1.66
S 1.31 -3.31 -0.05
```

Values from the calculation:
LUMO energy, eV: -0.121
Kohn-Sham gap, eV: 8.0
ΔE to the lowest compared entry with this formula, charge and spin, kJ/mol: 791.7
HOMO level, eV: -8.150

These are the Löwdin partial charges, in e, on atoms 1 to 6: atom 1 (C): -0.0973, atom 2 (C): -0.2048, atom 3 (C): -0.1806, atom 4 (C): -0.2478, atom 5 (C): -0.4132, atom 6 (C): 0.0092

Record 4
The ion C11H14NO4 with charge +1 in a non-equilibrium geometry. Source: the OMol25 dataset; level of theory: ωB97M-V with the def2-TZVPD basis set.

Geometry as XYZ:
```
30
C11H14NO4 | the OMol25 dataset | ωB97M-V with the def2-TZVPD basis set
C 1.77 -3.27 -0.02
C 0.85 -2.09 0.07
C 0.13 -1.77 1.17
C -0.67 -0.64 1.17
C -1.43 -0.37 2.45
O -1.31 0.63 3.10
O -2.23 -1.40 2.86
C -0.74 0.18 0.05
C -1.59 1.44 0.07
C -0.63 2.69 -0.01
O 0.59 2.37 0.67
C 1.71 2.61 -0.10
O 2.31 3.64 -0.02
C -0.04 -0.21 -1.06
C -0.04 0.52 -2.38
N 0.72 -1.31 -1.01
H 1.43 -4.06 0.65
H 2.79 -3.01 0.26
H 1.76 -3.61 -1.06
H 0.20 -2.37 2.06
H -2.77 -1.66 2.10
H -2.33 1.44 -0.74
H -2.10 1.48 1.03
H -1.11 3.53 0.50
H -0.48 2.98 -1.05
H 2.10 1.82 -0.78
H -0.70 1.38 -2.35
H 0.98 0.79 -2.65
H -0.43 -0.18 -3.13
H 1.26 -1.56 -1.84
```

Values from the calculation:
LUMO energy, eV: -4.775
Kohn-Sham gap, eV: 9.0
ΔE to the lowest compared entry with this formula, charge and spin, kJ/mol: 40.5
SMILES string: Cc1cc(C(=O)O)c(CCOC=O)c(C)[nH+]1
Total charge: +1
HOMO level, eV: -13.822

These are the Löwdin partial charges, in e, on atoms 1 to 6: atom 1 (C): 0.0261, atom 2 (C): -0.2225, atom 3 (C): 0.0722, atom 4 (C): -0.0163, atom 5 (C): -0.4399, atom 6 (O): 0.1935

Record 5
An isolated molecule of C11H14O in a non-equilibrium geometry. Source: the OMol25 dataset; level of theory: ωB97M-V with the def2-TZVPD basis set.

Geometry as XYZ:
```
26
C11H14O | the OMol25 dataset | ωB97M-V with the def2-TZVPD basis set
C 2.39 -0.45 -0.82
C 1.05 -1.06 -0.29
C 0.98 -1.72 1.15
C -0.06 -0.06 -0.30
C -1.40 -0.40 0.25
O -1.72 -1.64 0.57
C -3.08 -1.71 0.75
C -3.65 -0.49 0.53
C -2.56 0.41 0.24
C -2.34 1.74 -0.03
C -0.93 2.21 -0.05
C -0.02 1.30 -0.84
H 2.61 0.47 -0.31
H 2.36 -0.24 -1.86
H 3.19 -1.15 -0.63
H 0.71 -1.85 -1.04
H 1.82 -2.31 1.30
H 0.13 -2.41 1.17
H 1.04 -1.08 2.02
H -3.59 -2.53 1.27
H -4.74 -0.29 0.54
H -3.05 2.51 0.13
H -0.98 3.18 -0.53
H -0.37 2.33 0.92
H 0.98 1.63 -0.82
H -0.35 1.26 -1.90
```

Values from the calculation:
LUMO energy (spin up / spin down), eV: 0.334 / 0.333
Kohn-Sham gap (spin up / spin down), eV: 7.1 / 7.1
ΔE to the lowest compared entry with this formula, charge and spin, kJ/mol: 207.3
SMILES string: CC(C)C1=c2occc2=CCC1
HOMO level (spin up / spin down), eV: -6.803 / -6.804

These are the Löwdin partial charges, in e, on atoms 1 to 6: atom 1 (C): -0.0527, atom 2 (C): -0.3159, atom 3 (C): -0.0479, atom 4 (C): -0.0984, atom 5 (C): -0.1912, atom 6 (O): -0.0025

Record 6
An isolated molecule of C11H14O2 in a non-equilibrium geometry. Source: the OMol25 dataset; level of theory: ωB97M-V with the def2-TZVPD basis set.

Geometry as XYZ:
```
27
C11H14O2 | the OMol25 dataset | ωB97M-V with the def2-TZVPD basis set
C -1.11 2.85 -2.58
O -0.19 1.85 -2.76
C 0.12 0.99 -1.75
C 1.04 0.03 -2.10
C 1.46 -0.89 -1.15
C 0.92 -0.91 0.14
C 0.11 0.14 0.52
C -0.31 1.13 -0.43
C -0.63 0.10 1.88
O -2.05 -0.23 1.69
C 0.02 -0.85 2.87
C 0.26 -2.22 2.22
C 1.21 -2.14 1.05
H -1.02 3.47 -3.48
H -0.82 3.47 -1.69
H -2.09 2.37 -2.43
H 1.38 0.04 -3.12
H 2.14 -1.69 -1.47
H -1.00 1.92 -0.09
H -0.68 1.14 2.27
H -2.06 -0.96 1.01
H -0.63 -0.98 3.71
H 0.99 -0.39 3.25
H -0.71 -2.61 1.90
H 0.52 -2.96 3.00
H 0.98 -3.01 0.37
H 2.29 -2.15 1.35
```

Values from the calculation:
LUMO energy, eV: 0.861
Kohn-Sham gap, eV: 9.3
ΔE to the lowest compared entry with this formula, charge and spin, kJ/mol: 81.7
SMILES string: COc1ccc2c(c1)[C@@H](O)CCC2
HOMO level, eV: -8.456

These are the Löwdin partial charges, in e, on atoms 1 to 6: atom 1 (C): -0.1142, atom 2 (O): -0.1050, atom 3 (C): -0.2804, atom 4 (C): -0.0022, atom 5 (C): -0.0303, atom 6 (C): -0.1807

What did the fifth record say?
An isolated molecule of C11H14O in a non-equilibrium geometry. Source: the OMol25 dataset; level of theory: ωB97M-V with the def2-TZVPD basis set.

Geometry as XYZ:
```
26
C11H14O | the OMol25 dataset | ωB97M-V with the def2-TZVPD basis set
C 2.39 -0.45 -0.82
C 1.05 -1.06 -0.29
C 0.98 -1.72 1.15
C -0.06 -0.06 -0.30
C -1.40 -0.40 0.25
O -1.72 -1.64 0.57
C -3.08 -1.71 0.75
C -3.65 -0.49 0.53
C -2.56 0.41 0.24
C -2.34 1.74 -0.03
C -0.93 2.21 -0.05
C -0.02 1.30 -0.84
H 2.61 0.47 -0.31
H 2.36 -0.24 -1.86
H 3.19 -1.15 -0.63
H 0.71 -1.85 -1.04
H 1.82 -2.31 1.30
H 0.13 -2.41 1.17
H 1.04 -1.08 2.02
H -3.59 -2.53 1.27
H -4.74 -0.29 0.54
H -3.05 2.51 0.13
H -0.98 3.18 -0.53
H -0.37 2.33 0.92
H 0.98 1.63 -0.82
H -0.35 1.26 -1.90
```

Values from the calculation:
LUMO energy (spin up / spin down), eV: 0.334 / 0.333
Kohn-Sham gap (spin up / spin down), eV: 7.1 / 7.1
ΔE to the lowest compared entry with this formula, charge and spin, kJ/mol: 207.3
SMILES string: CC(C)C1=c2occc2=CCC1
HOMO level (spin up / spin down), eV: -6.803 / -6.804

These are the Löwdin partial charges, in e, on atoms 1 to 6: atom 1 (C): -0.0527, atom 2 (C): -0.3159, atom 3 (C): -0.0479, atom 4 (C): -0.0984, atom 5 (C): -0.1912, atom 6 (O): -0.0025

> What is the formula in the fifth record?

C11H14O

> Which formula does entry 6 have?

C11H14O2